## w
{"formula": "C10H17N2P", "method": "ωB97M-V/def2-TZVPD", "orbital_gap_ev": 8.86, "lumo_ev": 0.8, "species": ["C", "C", "C", "C", "C", "C", "C", "C", "C", "C", "N", "N", "P", "H", "H", "H", "H", "H", "H", "H", "H", "H", "H", "H", "H", "H", "H", "H", "H", "H"], "xyz": [[1.431, -0.003, 1.892], [1.756, 1.133, 1.164], [1.297, -1.220, 1.259], [1.980, 1.047, -0.202], [1.825, -0.185, -0.829], [-3.655, 0.074, -0.033], [-2.676, -1.113, -0.086], [1.466, -1.317, -0.118], [2.394, 2.250, -0.999], [1.249, -2.628, -0.808], [-2.811, 1.248, -0.248], [-1.352, -0.688, 0.384], [-1.272, 0.872, 0.285], [1.288, 0.069, 2.962], [1.863, 2.085, 1.666], [1.035, -2.099, 1.827], [-0.944, 1.563, 1.452], [1.984, -0.255, -1.896], [-4.406, 0.013, -0.823], [-4.168, 0.101, 0.935], [-3.016, -1.927, 0.560], [-2.609, -1.500, -1.107], [1.813, 2.327, -1.916], [3.445, 2.168, -1.280], [2.267, 3.164, -0.423], [0.191, -2.882, -0.764], [1.806, -3.423, -0.314], [1.552, -2.579, -1.851], [-3.234, 2.142, -0.040], [-0.498, 1.561, -0.649]], "lowdin_charge": [-0.119, -0.121, -0.088, -0.340, -0.038, -0.265, -0.313, -0.304, -0.059, -0.048, -0.215, -0.229, 0.754, 0.105, 0.107, 0.114, 0.004, 0.118, 0.102, 0.101, 0.095, 0.092, 0.074, 0.082, 0.073, 0.073, 0.079, 0.073, 0.084, 0.008]}

---

## x
{"formula": "C10H17N2P", "method": "ωB97M-V/def2-TZVPD", "orbital_gap_ev": 8.44, "lumo_ev": 0.8, "species": ["C", "C", "C", "C", "C", "C", "C", "C", "C", "C", "N", "N", "P", "H", "H", "H", "H", "H", "H", "H", "H", "H", "H", "H", "H", "H", "H", "H", "H", "H"], "xyz": [[-3.639, -1.270, -1.408], [-3.866, 0.063, -0.884], [-2.643, -1.762, -0.605], [2.943, 0.181, -0.760], [1.644, 0.315, -1.518], [2.817, 0.808, 0.621], [0.454, -0.259, -0.681], [1.641, 0.129, 1.471], [0.345, 0.274, 0.797], [-1.460, -0.916, 1.301], [-3.115, 0.299, 0.150], [-2.413, -0.839, 0.367], [-0.480, 1.980, 0.705], [-4.068, -1.691, -2.243], [-4.577, 0.713, -1.151], [-2.126, -2.694, -0.630], [3.216, -0.868, -0.505], [3.869, 0.607, -1.093], [1.466, 1.343, -1.744], [1.739, -0.348, -2.447], [3.640, 0.726, 1.334], [2.674, 1.925, 0.458], [-0.382, -0.009, -1.191], [0.797, -1.302, -0.651], [2.034, -0.796, 1.613], [1.705, 0.613, 2.503], [-1.497, -0.271, 2.248], [-1.090, -1.962, 1.419], [0.659, 2.740, 0.413], [-0.286, 2.269, 2.110]], "lowdin_charge": [-0.031, -0.130, -0.082, -0.235, -0.196, -0.206, -0.240, -0.237, -0.510, -0.041, 0.066, -0.233, 0.853, 0.062, 0.061, 0.116, 0.120, 0.098, 0.091, 0.133, 0.101, 0.105, 0.044, 0.115, 0.065, 0.123, 0.104, 0.109, -0.135, -0.092]}

---

The relative energies come out as w 0.0; x 79.7, with values in kcal/mol.

---

## w
{"formula": "C2H6N4", "method": "ωB97M-V/def2-TZVPD", "orbital_gap_ev": 9.41, "smiles": "CN1CN=NN1", "lumo_ev": 0.9, "species": ["C", "N", "C", "N", "N", "N", "H", "H", "H", "H", "H", "H"], "xyz": [[0.286, -1.086, -0.929], [-0.248, -0.539, 0.327], [0.607, 0.467, 1.020], [0.042, 1.785, 0.856], [-0.979, 1.688, 0.178], [-1.255, 0.463, -0.134], [-0.562, -1.638, -1.316], [0.730, -0.223, -1.422], [1.023, -1.927, -0.707], [1.757, 0.660, 0.864], [0.440, 0.180, 2.198], [-1.842, 0.169, -0.935]], "lowdin_charge": [-0.105, -0.153, -0.257, -0.042, -0.056, -0.064, 0.070, 0.083, 0.104, 0.132, 0.142, 0.145]}

---

## x
{"formula": "C2H6N4", "method": "ωB97M-V/def2-TZVPD", "orbital_gap_ev": [7.97, 7.98], "lumo_ev": [0.1, 0.1], "species": ["C", "N", "C", "N", "N", "N", "H", "H", "H", "H", "H", "H"], "xyz": [[0.854, 1.043, 0.484], [-0.621, -0.856, -0.494], [-1.256, 0.308, 0.021], [0.672, -0.781, -0.474], [1.398, -1.768, -0.665], [-2.521, 0.283, 0.073], [-1.078, -1.724, -0.760], [2.358, -1.477, -0.448], [-2.888, 1.154, 0.454], [1.907, 0.762, 0.478], [0.654, 1.878, -0.171], [0.522, 1.176, 1.503]], "lowdin_charge": [0.058, -0.022, -0.257, -0.215, 0.096, 0.049, 0.150, 0.053, 0.027, 0.020, 0.022, 0.020]}

---

## y
{"formula": "C2H6N4", "method": "ωB97M-V/def2-TZVPD", "orbital_gap_ev": 9.37, "smiles": "[H]/N=C\\N=C(N)N", "lumo_ev": 0.6, "species": ["H", "N", "C", "N", "C", "N", "N", "H", "H", "H", "H", "H"], "xyz": [[-3.079, 0.740, 0.370], [-2.457, 1.503, 0.109], [-1.258, 1.136, -0.016], [-0.817, -0.156, 0.122], [0.422, -0.465, 0.005], [0.753, -1.788, 0.058], [1.471, 0.422, -0.165], [-0.546, 1.913, -0.312], [1.646, -2.092, -0.291], [-0.015, -2.429, -0.042], [1.491, 1.217, 0.451], [2.389, -0.002, -0.290]], "lowdin_charge": [0.034, 0.068, -0.379, 0.070, -0.535, 0.135, 0.128, 0.098, 0.092, 0.100, 0.094, 0.095]}

---

## z
{"formula": "C2H6N4", "method": "ωB97M-V/def2-TZVPD", "orbital_gap_ev": 10.06, "smiles": "[H]/N=C\\N.N=C=N", "lumo_ev": 0.7, "species": ["H", "N", "C", "N", "H", "H", "H", "N", "C", "N", "H", "H"], "xyz": [[0.525, -1.594, 0.090], [0.790, -1.236, -0.817], [1.120, -0.031, -0.787], [1.555, 0.635, 0.356], [1.498, 0.670, -1.543], [1.508, 0.233, 1.214], [1.182, 1.623, 0.304], [-1.937, -1.173, 0.613], [-1.542, -0.115, 0.187], [-1.190, 0.988, -0.043], [-2.436, -1.946, 0.239], [-1.072, 1.947, 0.188]], "lowdin_charge": [0.025, 0.071, -0.430, 0.043, 0.114, 0.034, 0.096, 0.162, -0.437, 0.168, 0.065, 0.088]}

---

The relative energies come out as w 90.8; x 139.0; y 0.0; z 50.8, with values in kcal/mol.

---

## w
{"formula": "C3H3F3", "method": "ωB97M-V/def2-TZVPD", "spin_multiplicity": 3, "orbital_gap_ev": [7.55, 8.22], "s2": 2.011, "lumo_ev": [1.1, -2.0], "species": ["C", "C", "C", "F", "F", "F", "H", "H", "H"], "xyz": [[-0.387, -0.770, -1.433], [0.135, 0.202, -0.731], [0.153, 0.349, 1.483], [0.996, 1.077, -1.222], [0.549, 1.600, 1.769], [-1.065, 0.130, 1.940], [-0.072, -0.616, -2.368], [-1.102, -1.506, -0.991], [0.793, -0.465, 1.554]], "lowdin_charge": [0.028, -0.195, -0.281, 0.066, 0.074, 0.087, 0.019, 0.088, 0.114]}

---

## x
{"formula": "C3H3F3", "method": "ωB97M-V/def2-TZVPD", "spin_multiplicity": 3, "orbital_gap_ev": [7.44, 8.39], "s2": 2.005, "lumo_ev": [1.0, -3.0], "species": ["C", "C", "C", "F", "F", "F", "H", "H", "H"], "xyz": [[-1.457, -0.390, 0.146], [-0.605, 0.578, -0.031], [1.211, 0.095, 0.008], [1.271, -1.090, 0.624], [1.737, 0.000, -1.259], [2.018, 0.974, 0.691], [-2.394, -0.398, -0.236], [-1.213, -1.417, 0.428], [-0.568, 1.647, -0.370]], "lowdin_charge": [-0.035, 0.004, -0.470, 0.110, 0.075, 0.087, 0.029, 0.087, 0.112]}

---

The relative energies come out as w 19.4; x 0.0, with values in kcal/mol.

---

## w
{"formula": "C5H15N3", "method": "ωB97M-V/def2-TZVPD", "orbital_gap_ev": 9.64, "smiles": "CN[C@H](CN)CCN", "lumo_ev": 1.0, "species": ["C", "N", "C", "C", "N", "C", "C", "N", "H", "H", "H", "H", "H", "H", "H", "H", "H", "H", "H", "H", "H", "H", "H"], "xyz": [[1.083, 2.061, -0.940], [-0.220, 1.588, -0.546], [-0.256, 0.207, -0.112], [-1.679, -0.266, -0.112], [-2.242, -0.231, -1.478], [0.387, 0.038, 1.274], [1.595, -0.884, 1.217], [1.147, -2.264, 0.976], [1.759, 2.122, -0.083], [1.031, 3.084, -1.314], [1.564, 1.431, -1.698], [-0.877, 1.716, -1.302], [0.353, -0.403, -0.813], [-2.371, 0.290, 0.517], [-1.710, -1.286, 0.262], [-3.229, -0.452, -1.475], [-1.860, -0.978, -2.049], [0.516, 1.065, 1.617], [-0.344, -0.424, 1.938], [2.302, -0.474, 0.483], [2.086, -0.898, 2.192], [2.001, -2.819, 0.925], [0.824, -2.283, 0.005]], "lowdin_charge": [-0.137, -0.094, -0.413, -0.243, -0.007, -0.165, -0.299, -0.002, 0.073, 0.078, 0.077, 0.092, 0.130, 0.123, 0.106, 0.061, 0.065, 0.114, 0.107, 0.105, 0.108, 0.066, 0.056]}

---

## x
{"formula": "C5H15N3", "method": "ωB97M-V/def2-TZVPD", "orbital_gap_ev": 8.50, "smiles": "[H]/N=C\\CCCN.[H][H].C=N", "lumo_ev": 0.2, "species": ["H", "N", "C", "C", "C", "C", "N", "H", "H", "H", "H", "H", "H", "H", "H", "H", "H", "H", "C", "N", "H", "H", "H"], "xyz": [[1.183, -0.527, -0.261], [0.294, -1.082, -0.735], [0.251, 0.160, -1.167], [-0.408, 1.277, -0.382], [-1.927, 1.208, -0.692], [-2.587, -0.102, -0.260], [-2.170, -0.438, 1.108], [0.491, 0.403, -2.216], [-0.001, 2.206, -0.697], [-0.261, 1.175, 0.687], [-2.417, 2.068, -0.231], [-2.052, 1.299, -1.783], [-2.299, -0.911, -0.962], [-3.683, 0.063, -0.291], [-2.743, -1.195, 1.466], [-1.229, -0.802, 1.045], [1.335, -0.776, 2.429], [1.393, -0.040, 2.501], [3.076, -1.085, 0.032], [3.529, -0.066, 0.681], [2.639, -1.890, 0.602], [3.217, -1.191, -1.042], [4.367, 0.247, 0.167]], "lowdin_charge": [0.064, 0.016, -0.266, -0.183, -0.196, -0.300, -0.008, 0.114, 0.091, 0.092, 0.111, 0.110, 0.100, 0.114, 0.064, 0.021, 0.026, 0.032, -0.191, 0.011, 0.055, 0.074, 0.048]}

---

The relative energies come out as w 0.0; x 120.8, with values in kcal/mol.